The following is a quantum chemistry calculation of a 2-piece molecular cluster, C24H45BrN2O7P overall in a non-equilibrium geometry, from OMol25.

Atoms and positions in Å:
C: 4.60474 -2.14503 0.50479
C: 3.25110 -1.63367 1.01513
C: 3.03572 -0.14008 0.74095
C: 4.24634 0.75633 1.00608
C: 3.90793 2.23785 0.79826
C: 3.41952 2.53881 -0.62879
C: 1.88023 2.55393 -0.76061
C: 1.31463 3.83202 -1.39181
C: -0.09035 4.27162 -0.90186
N: -0.78302 3.23246 -0.13137
C: -1.14005 1.92186 -0.55265
P: -1.33546 1.11896 -2.19022
C: -0.70242 2.24005 -3.45769
O: -0.13968 -0.00544 -2.18418
C: -1.38098 1.27689 0.60940
O: -1.46582 -0.04528 0.74797
N: -1.52576 2.19468 1.63259
C: -1.97270 1.94577 3.01175
C: -3.46091 1.65020 3.14980
C: -3.95368 0.39524 2.43839
C: -5.33882 -0.06584 2.88225
C: -5.57763 -1.53668 2.52823
C: -5.37096 -1.81525 1.05844
O: -5.80240 -3.14968 0.76125
C: -5.14137 -3.67277 -0.32645
C: -3.79579 -4.28630 -0.03973
O: -5.62465 -3.65367 -1.42594
C: -1.16797 3.37793 1.11858
Br: -1.34286 4.97836 2.01708
H: 4.58161 -3.21357 0.30466
H: 5.39388 -1.92018 1.21881
H: 4.85762 -1.66047 -0.44017
H: 3.17603 -1.83973 2.08235
H: 2.48060 -2.17427 0.46395
H: 2.70619 -0.02696 -0.29488
H: 2.21508 0.23718 1.36535
H: 5.05110 0.50435 0.31622
H: 4.57470 0.62997 2.03908
H: 3.13013 2.49787 1.52390
H: 4.76950 2.86466 1.02412
H: 3.82438 1.77997 -1.29909
H: 3.82822 3.49299 -0.96078
H: 1.62079 1.72853 -1.42663
H: 1.43407 2.33496 0.20589
H: 1.98928 4.65919 -1.17051
H: 1.29495 3.75689 -2.47292
H: 0.03555 5.09624 -0.20705
H: -0.72423 4.62379 -1.70910
H: 0.38396 2.27468 -3.47061
H: -1.14335 3.23020 -3.40739
H: -1.01315 1.79114 -4.40055
H: -0.43576 -0.75224 -1.64854
H: -1.29650 -0.32312 1.65546
H: -1.35859 1.15419 3.44359
H: -1.74877 2.84927 3.57141
H: -3.63806 1.51184 4.21858
H: -4.04653 2.51732 2.84096
H: -3.24876 -0.41912 2.63794
H: -3.97488 0.55644 1.35987
H: -5.48174 0.06242 3.95509
H: -6.10606 0.53235 2.38422
H: -4.84630 -2.12528 3.09327
H: -6.55526 -1.88059 2.85803
H: -5.97555 -1.12551 0.46058
H: -4.32607 -1.69931 0.75933
H: -3.34523 -3.90599 0.87484
H: -3.13280 -4.08292 -0.87604
H: -3.91055 -5.36428 0.05473
C: 2.33328 -1.26532 -3.79920
O: 3.46018 -2.13871 -3.73382
C: 3.37730 -3.03985 -2.75536
O: 2.46994 -3.13483 -1.96598
O: 4.46288 -3.80076 -2.79252
C: 4.51264 -4.82016 -1.78862
H: 2.51876 -0.57309 -4.61586
H: 1.42188 -1.82541 -3.99878
H: 2.23006 -0.71270 -2.86788
H: 3.67593 -5.50660 -1.89845
H: 4.50488 -4.37797 -0.79426
H: 5.44589 -5.35073 -1.94691

Force components x, y, z for each atom (eV/Å):
C -0.22 0.32 -0.01
C 0.28 0.05 -0.48
C 0.13 0.03 0.25
C -0.41 0.40 -0.13
C -0.04 -0.21 -0.08
C -0.18 0.15 0.27
C 0.35 -0.24 -0.81
C -0.10 0.29 0.38
C 0.35 -0.01 0.01
N -1.43 -0.05 -0.76
C 1.80 0.92 -0.24
P -0.83 -0.54 0.01
C 0.35 -0.24 -0.09
O 0.12 0.23 0.10
C -0.58 -0.25 0.13
O -0.26 -0.17 0.03
N 0.27 -0.25 0.14
C -0.23 0.12 0.11
C -0.12 -0.24 0.03
C 0.00 0.08 0.11
C -0.39 -0.18 -0.31
C 0.71 -0.07 0.39
C -0.56 -0.08 -0.12
O 0.22 -0.01 0.04
C -0.23 0.00 -0.85
C 0.12 0.23 0.10
O 0.13 -0.01 0.71
C 0.30 0.25 0.48
Br 0.14 0.11 0.14
H 0.04 0.27 0.50
H 0.16 -0.06 -0.05
H 0.06 -0.02 -0.08
H -0.16 -0.08 0.05
H -0.17 -0.12 0.31
H 0.06 0.03 -0.09
H -0.12 -0.10 -0.03
H 0.20 -0.15 0.18
H 0.23 -0.18 -0.04
H -0.01 0.21 -0.01
H 0.11 -0.09 0.08
H 0.10 0.04 -0.08
H 0.00 0.06 -0.03
H -0.30 -0.15 0.26
H -0.04 0.09 0.12
H -0.03 0.08 0.04
H 0.10 -0.07 -0.09
H -0.10 0.05 -0.04
H -0.10 -0.08 -0.07
H 0.06 0.14 0.07
H -0.04 0.09 0.06
H -0.09 0.01 -0.03
H 0.17 -0.24 -0.15
H -0.09 -0.06 0.05
H 0.02 -0.12 -0.12
H 0.17 -0.02 0.02
H 0.03 0.14 0.07
H 0.02 0.09 -0.01
H 0.01 -0.07 0.02
H 0.15 -0.05 -0.08
H 0.10 0.05 0.07
H 0.01 0.17 0.07
H -0.07 -0.14 0.00
H -0.16 0.10 -0.17
H 0.07 0.04 -0.11
H 0.09 0.07 0.07
H -0.09 -0.02 0.09
H 0.00 -0.11 -0.09
H -0.05 -0.05 0.01
C -0.05 0.20 -0.07
O -0.03 -0.04 0.00
C 0.13 0.03 -0.03
O -0.07 0.00 0.05
O 0.01 0.03 0.02
C 0.06 -0.24 0.03
H 0.13 -0.07 -0.03
H -0.02 -0.01 0.08
H -0.07 -0.03 0.03
H -0.05 0.03 0.01
H -0.08 -0.29 -0.35
H 0.02 0.04 -0.07

Its energy above the lowest of the compared OMol25 structures with the same formula, charge and spin is 0.0 kcal per mole. As for the total charge: +1. For the HOMO energy, the calculation gives -0.4298 Ha. The calculation puts the largest force on an atom at 0.040 hartree/bohr. The value obtained for the gap between HOMO and LUMO is 8.86 eV.